ORCA calculation (ωB97M-V/def2-TZVPD) on one molecule with the formula C4H6OS2.

Each line ends with the Löwdin charge.
Atoms and positions in Å:
S (-2.04057, -1.58645, -0.12870)  0.8165
S (2.10365, -1.47080, 0.11001)  0.7625
O (0.64757, 0.95871, -1.29188)  -0.0659
C (0.57790, -1.86036, -0.31055)  -0.6434
C (-0.58405, -0.92299, -0.35740)  -0.7685
C (-0.39147, 0.58449, -0.43854)  -0.5202
C (-0.26517, 1.22853, 0.93866)  -0.0435
H (-1.16049, 1.00965, 1.56024)  0.0908
H (-1.22208, 1.01469, -0.98747)  0.1346
H (-0.15536, 2.29481, 0.85204)  0.0762
H (1.49350, 0.78722, -0.82599)  0.0458
H (0.35522, -2.87875, -0.58413)  0.0345
H (0.64136, 0.84126, 1.46372)  0.0806

Values from the calculation:
* Kohn-Sham gap: 7.170 eV
* LUMO level: -2.0 eV
* energy relative to the best compared isomer or geometry (same formula, charge and spin): 1.559 eV
* SMILES string: C[C@@H](O)C(=S)C=S